Entry from the OMol25 dataset: C3H5NO2 in the gas phase (ωB97M-V/def2-TZVPD).

```
11
Properties=species:S:1:pos:R:3:nbo_charge:R:1
C -0.558 -1.032 1.077 -0.201
C 1.221 -0.433 -0.448 -0.051
C -0.980 0.261 0.492 0.136
N 1.317 0.725 0.085 -0.231
O 0.099 1.202 0.660 -0.362
O -1.441 0.272 -0.859 -0.713
H -0.818 -1.861 0.333 0.117
H 2.046 -0.835 -1.146 0.199
H -1.766 0.753 1.109 0.235
H 1.832 1.472 -0.197 0.396
H -0.954 -0.523 -1.106 0.473
```

Its total charge is 0. As for the highest occupied orbital energy: -8.66 eV. The calculation puts the largest force on an atom at 5.34 eV/Å. The relative energy (zero: lowest compared OMol25 entry of this formula, charge and spin) comes out at 8.494 eV. The frontier orbital gap is 0.31598 Eh.



Entry from the OMol25 dataset: C3H5NO2 in the gas phase (ωB97M-V/def2-TZVPD).

```
11
Properties=species:S:1:pos:R:3:nbo_charge:R:1
H 1.076 -1.676 1.859 0.355
N 0.859 -0.771 1.446 -0.714
C -0.365 -0.728 1.146 0.422
O -0.955 0.352 0.576 -0.504
C -0.146 1.076 -0.322 -0.191
C 0.133 0.188 -1.524 0.418
O -0.084 -0.996 -1.526 -0.505
H -1.115 -1.508 1.293 0.159
H 0.797 1.425 0.125 0.229
H -0.728 1.948 -0.643 0.215
H 0.528 0.691 -2.431 0.116
```

Its total charge is 0. Its SMILES is [H]/N=C/OCC=O. As for the highest occupied orbital energy: -9.84 eV. The calculation puts the largest force on an atom at 0.54 eV/Å. The relative energy (zero: lowest compared OMol25 entry of this formula, charge and spin) comes out at 1.735 eV. The frontier orbital gap is 0.39785 Eh.